1.
C18H38MnO6P2 | wB97M-V/def2-TZVPD

**Charge**: +4
**HOMO energy (spin up / spin down)**: -23.1 / -23.0 eV
**Gap between HOMO and LUMO (spin up / spin down)**: 0.2609 / 0.1672 Ha
**LUMO (spin up / spin down)**: -15.979 / -18.482 eV
**Strongest force on any atom**: 0.181 Eh/bohr
**Multiplicity**: 4

Geometry (Å):
Mn1 0.08119 0.29172 -0.13903
P1 -0.03228 0.02087 -2.37870
P2 0.52659 0.08869 2.07135
O1 -2.58291 -0.98576 -0.00910
O2 1.94672 -0.51914 2.56528
O3 -0.41421 -0.77538 3.04663
O4 -0.56520 3.12339 0.27121
O5 0.60630 1.58967 2.69699
O6 3.06394 -0.01642 -0.25492
C1 -1.69022 0.43945 -3.13356
C2 1.72402 -0.08620 5.03628
C3 -1.50595 -0.51644 0.02035
C4 0.25374 -1.67389 -3.13213
C5 -1.85812 -2.23518 4.23032
C6 -2.22669 1.81120 -2.71808
C7 1.24704 2.50029 -2.87950
C8 -1.70019 0.30092 -4.65943
C9 1.09528 1.07847 -3.42671
C10 2.32813 -0.89666 3.92420
C11 -1.83130 -1.01669 3.34647
C12 1.84594 2.41706 2.53977
C13 1.39456 3.83858 2.72079
C14 1.44126 -2.42956 -2.51914
C15 2.45780 0.44012 -3.68939
C16 -0.29855 1.99637 0.09029
C17 -1.00773 -2.54774 -3.13179
C18 1.89563 0.06216 -0.18528
H1 -3.26374 1.89638 -3.07491
H2 -1.71115 -2.26426 -3.92455
H3 3.41444 -0.77086 3.95322
H4 0.29118 2.98032 -2.64088
H5 -0.71838 -3.59269 -3.31168
H6 -1.65365 2.63110 -3.17152
H7 -2.35134 -0.32599 -2.69713
H8 2.31640 2.24718 1.56501
H9 0.85982 3.94332 3.66926
H10 -1.53451 -2.50017 -2.16698
H11 -1.32989 1.21127 -5.14900
H12 2.37838 -0.50778 -4.23149
H13 -2.23291 1.95608 -1.63154
H14 2.56082 2.13471 3.32479
H15 -2.89536 -2.43685 4.52601
H16 0.74042 4.16923 1.91148
H17 2.09489 -1.95496 4.04335
H18 0.64609 -0.23036 5.12874
H19 1.10436 -3.11900 -1.73339
H20 0.51159 -1.43765 -4.17763
H21 -1.46618 -3.11706 3.71388
H22 0.55848 1.13665 -4.38450
H23 1.74662 3.11142 -3.64425
H24 -1.27287 -2.08760 5.14393
H25 0.53783 -2.27107 0.50116
H26 -2.74099 0.16148 -4.98466
H27 -2.39522 -1.19522 2.42386
H28 2.27285 4.48844 2.73240
H29 1.92238 0.97986 4.94752
H30 -1.12805 -0.55220 -5.03808
H31 1.91177 -3.04937 -3.29855
H32 0.51795 -2.15468 -0.25668
H33 3.01150 0.27090 -2.75601
H34 -2.24419 -0.14632 3.87219
H35 3.04223 1.12495 -4.31719
H36 2.19153 -0.43284 5.95682
H37 2.21205 -1.77714 -2.08980
H38 1.87434 2.51630 -1.97537

Mulliken population analysis, charges in e, atoms 1 to 5: 0.5803 0.7377 0.7984 -0.1446 -0.3286


2.
C4H9NOS | wB97M-V/def2-TZVPD

**ΔE to the lowest compared entry with this formula, charge and spin**: 49.4 kcal/mol
**HOMO energy**: -8.5 eV
**Gap between HOMO and LUMO**: 0.3394 Ha
**LUMO**: 0.754 eV
**Strongest force on any atom**: 0.081 Eh/bohr

Geometry (Å):
S1 1.23875 -2.14050 -0.28821
O1 0.10104 0.02060 0.77182
N1 0.52561 -1.48331 2.24726
C1 0.80968 1.38052 -1.06365
C2 0.55533 -1.27194 0.93421
C3 -1.36794 0.07243 -0.99539
C4 -0.30711 0.81957 -0.27335
H1 1.68205 1.81073 -0.60481
H2 1.01340 -2.26980 2.54851
H3 -0.12898 -1.10003 3.02522
H4 -0.88266 1.55705 0.24358
H5 1.32740 0.69284 -1.77237
H6 -1.91517 0.68758 -1.60644
H7 -1.00465 -0.83976 -1.60971
H8 -2.05383 -0.36340 -0.17229
H9 0.40708 2.42740 -1.38440

natural (NBO) population analysis, charges in e, atoms 1 to 5: -0.2148 -0.5378 -0.7933 -0.6617 0.3935


3.
C32H37AsN2OSSiTc | wB97M-V/def2-TZVPD

**Charge**: +3
**ΔE to the lowest compared entry with this formula, charge and spin**: 9.9 kcal/mol
**HOMO energy**: -16.3 eV
**Gap between HOMO and LUMO**: 0.2686 Ha
**LUMO**: -9.010 eV
**Strongest force on any atom**: 0.008 Eh/bohr

Geometry (Å):
Tc1 -0.08457 0.32547 -0.74568
As1 2.29982 -1.50399 -0.23713
S1 0.27938 2.51241 -1.28942
Si1 -1.83719 -1.48653 2.95775
O1 0.57299 -1.36048 0.01179
N1 -2.27615 3.11345 -1.90331
N2 -0.94669 4.84406 -1.18713
C1 -3.94917 -0.68308 -0.95162
C2 2.10572 0.34705 -3.96322
C3 -3.17202 0.26563 -0.27200
C4 -5.14034 1.12873 0.80885
C5 3.15130 -0.86975 1.33556
C6 3.41879 -3.57901 -1.82936
C7 1.88513 -0.50589 -2.89225
C8 3.65065 1.64074 -2.62684
C9 3.51059 -5.88507 -1.16367
C10 2.47236 -4.28455 0.29687
C11 -3.35588 5.19136 -1.23442
C12 -5.90993 0.17993 0.13990
C13 3.30518 0.71032 3.13164
C14 2.98681 1.41310 -3.82801
C15 -3.77249 1.17924 0.60592
C16 -3.35691 -2.32919 2.39472
C17 5.00507 -0.98100 2.85210
C18 4.49004 0.10687 3.54273
C19 4.33678 -1.47722 1.74156
C20 -1.99837 5.85903 -1.37286
C21 -5.31608 -0.72126 -0.73835
C22 -1.75659 0.30141 -0.48763
C23 2.55365 -0.27441 -1.68103
C24 -1.12491 3.56928 -1.45856
C25 3.79748 -4.88813 -2.08582
C26 3.44307 0.79589 -1.54850
C27 2.75494 -3.29147 -0.64014
C28 2.63125 0.22613 2.02317
C29 -1.84651 0.24877 3.54265
C30 2.85043 -5.58700 0.02438
C31 -0.26860 -2.42034 3.07687
C32 -3.43552 3.98676 -2.15631
H1 -1.85245 6.62783 -0.61775
H2 -6.97982 0.14944 0.29795
H3 4.34491 2.46519 -2.53833
H4 -0.03701 5.13321 -0.85792
H5 -2.32074 2.13539 -2.15646
H6 -3.47837 -1.37087 -1.64267
H7 -3.42492 4.28835 -3.20485
H8 5.01508 0.49104 4.40685
H9 -3.17546 -2.87282 1.46506
H10 -3.62595 -3.08435 3.14445
H11 3.16974 2.06493 -4.67197
H12 4.73614 -2.33054 1.20615
H13 3.64658 -2.79924 -2.54607
H14 1.23346 -1.36534 -3.01029
H15 -0.24148 -3.26466 2.38931
H16 -3.16620 1.92302 1.11011
H17 0.59236 -1.76977 2.91640
H18 3.97471 0.95610 -0.61785
H19 3.80904 -6.90453 -1.36712
H20 -4.14274 5.90003 -1.48425
H21 1.60971 0.16608 -4.90706
H22 1.70984 0.70084 1.69765
H23 -2.83712 0.58399 3.84773
H24 1.97700 -4.04505 1.23063
H25 5.92679 -1.44420 3.17586
H26 -4.19705 -1.64726 2.26856
H27 -5.61442 1.83146 1.48089
H28 -4.33598 3.40245 -1.97869
H29 2.64100 -6.37148 0.73831
H30 4.31805 -5.12810 -3.00234
H31 -1.13751 0.38156 4.36226
H32 2.91622 1.56128 3.67430
H33 -0.19545 -2.81316 4.09983
H34 -5.92334 -1.44654 -1.26278
H35 -1.50491 0.88268 2.71575
H36 -3.50883 4.87904 -0.19952
H37 -1.87445 6.31677 -2.35529

Mulliken population analysis, charges in e, atoms 1 to 5: 1.1167 2.2908 -0.4736 0.2805 -0.5952


4.
H10O5 | wB97M-V/def2-TZVPD

**ΔE to the lowest compared entry with this formula, charge and spin**: 28.9 kcal/mol
**HOMO energy**: -10.5 eV
**Gap between HOMO and LUMO**: 0.3877 Ha
**LUMO**: 0.071 eV
**Strongest force on any atom**: 0.036 Eh/bohr

Geometry (Å):
O1 0.54522 -1.04851 -0.95479
O2 0.13118 1.73410 -0.83138
O3 -2.44296 1.92012 -0.09401
O4 2.03585 -0.79055 1.20186
O5 -1.48938 -2.36757 0.55282
H1 0.71937 1.84834 -0.10948
H2 2.85981 -0.60401 0.78732
H3 -1.57749 1.70889 -0.45010
H4 0.36539 -0.17778 -1.24411
H5 0.14002 2.58583 -1.26074
H6 -0.91078 -1.96434 -0.07113
H7 -0.97242 -3.04165 0.97002
H8 2.14155 -1.71579 1.47021
H9 1.04882 -0.94490 -0.12798
H10 -2.59417 2.85783 0.16148

natural (NBO) population analysis, charges in e, atoms 1 to 5: -0.9939 -0.9423 -0.9819 -0.9233 -0.9542


5.
C33H53N2NiO2P2S | wB97M-V/def2-TZVPD

**Charge**: +1
**ΔE to the lowest compared entry with this formula, charge and spin**: 22.6 kcal/mol
**HOMO energy (spin up / spin down)**: -10.5 / -11.0 eV
**Gap between HOMO and LUMO (spin up / spin down)**: 0.2929 / 0.2529 Ha
**LUMO (spin up / spin down)**: -2.519 / -4.079 eV
**Strongest force on any atom**: 0.122 Eh/bohr
**Multiplicity**: 3

Geometry (Å):
Ni1 -0.38051 0.67385 0.49024
S1 0.16056 -1.36839 4.07398
P1 2.28217 -0.61486 -0.02213
P2 -2.56457 0.55689 0.70373
O1 1.12768 -2.14634 3.24554
O2 0.35272 2.56144 2.55027
N1 0.40535 1.52839 -0.92271
N2 -0.78875 -1.18876 -0.77882
C1 -2.30438 -2.79654 -1.66196
C2 0.88030 0.92026 -1.92597
C3 -0.13160 -2.49407 -2.65697
C4 -3.30813 2.13601 2.90046
C5 -2.00460 -1.73725 -0.79789
C6 3.72752 0.63475 -0.32377
C7 1.13952 2.73574 -5.79955
C8 -2.84879 -0.28503 3.32069
C9 1.13911 0.72789 -4.43572
C10 -2.71928 1.30232 -2.01378
C11 3.26073 1.98736 0.24061
C12 -1.35984 -3.15844 -2.61634
C13 3.76383 -2.45372 1.48680
C14 -3.02627 3.11319 -0.32859
C15 0.12698 -1.49310 -1.71139
C16 1.23459 1.34253 -5.68601
C17 4.98790 0.21343 0.44569
C18 0.95875 1.51402 -3.28887
C19 -0.19525 1.85187 1.80869
C20 -0.57641 -2.53316 5.23913
C21 4.00617 -2.64451 -1.06987
C22 1.10697 -0.33114 5.19124
C23 1.91272 -3.38390 0.12046
C24 -4.85381 1.43743 -0.75995
C25 0.81254 2.90388 -3.40120
C26 -3.48581 0.71452 2.34262
C27 3.05323 -2.35092 0.11053
C28 -4.98472 0.38099 2.23434
C29 4.10364 0.82195 -1.79953
C30 1.38672 -0.65891 -1.68068
C31 0.92219 3.51661 -4.65481
C32 -3.01738 -1.16428 0.17282
C33 -3.33761 1.64214 -0.64568
H1 -3.19329 -0.06464 4.34318
H2 -3.91207 2.87490 2.36053
H3 3.27963 1.22919 -2.39422
H4 -3.37407 3.73000 -1.17082
H5 -3.54054 3.46711 0.57195
H6 4.46746 -0.09620 -2.27387
H7 1.23528 3.20723 -6.77683
H8 1.99561 0.01720 4.65543
H9 1.19647 -3.16048 0.92111
H10 0.62239 -2.72544 -3.41220
H11 4.84680 -2.30365 1.41420
H12 3.98131 -1.89358 -1.86787
H13 3.34109 -1.74794 2.21224
H14 3.59941 -3.45744 1.90159
H15 5.73426 1.01734 0.34112
H16 3.72788 -3.60393 -1.53159
H17 -3.64974 2.13746 3.94641
H18 -1.94888 3.29017 -0.21046
H19 -5.57604 1.20843 1.82819
H20 1.38496 -0.91322 6.07796
H21 1.39230 -3.43299 -0.84212
H22 -1.74892 -0.21665 3.32613
H23 -3.12112 -1.32345 3.09203
H24 -3.27312 -3.27951 -1.56764
H25 -1.15023 -3.25569 4.64549
H26 -1.67749 1.63582 -2.07790
H27 2.34442 -4.37784 0.31683
H28 -3.28556 1.83153 -2.79447
H29 2.08210 -0.98144 -2.46337
H30 0.23704 -3.03555 5.77788
H31 -2.25889 2.45513 2.89079
H32 5.44119 -0.70071 0.04094
H33 2.92348 1.89417 1.27973
H34 1.19831 -0.35732 -4.34169
H35 -5.20026 1.97498 -1.65569
H36 5.04569 -2.74822 -0.72973
H37 4.92285 1.55706 -1.83775
H38 4.10250 2.69565 0.20888
H39 0.47728 0.52135 5.46948
H40 -5.17750 -0.52278 1.64212
H41 2.43494 2.41220 -0.34164
H42 -5.40154 1.85671 0.08988
H43 -5.13041 0.38339 -0.88792
H44 1.39090 0.72770 -6.56839
H45 4.78989 0.08326 1.51729
H46 -4.02542 -1.19507 -0.26367
H47 0.62898 3.49051 -2.49542
H48 -1.24298 -2.00417 5.93039
H49 -2.76318 0.23096 -2.23463
H50 -5.36606 0.19483 3.24966
H51 -3.03730 -1.80157 1.07108
H52 -1.57890 -3.93852 -3.34642
H53 0.84492 4.59960 -4.73185

Mulliken population analysis, charges in e, atoms 1 to 5: 0.2879 1.0246 0.0053 0.4218 -0.7164


6.
CH16F3O11S | wB97M-V/def2-TZVPD

**Charge**: -1
**ΔE to the lowest compared entry with this formula, charge and spin**: 55.9 kcal/mol
**HOMO energy**: -6.3 eV
**Gap between HOMO and LUMO**: 0.3276 Ha
**LUMO**: 2.588 eV
**Strongest force on any atom**: 0.079 Eh/bohr

Geometry (Å):
S1 -0.09849 -0.20356 0.35264
F1 -2.84330 -0.44017 1.00451
F2 -2.21273 1.54554 0.72206
F3 -1.61333 0.71294 2.43636
O1 3.18681 2.37845 4.78996
O2 -0.15223 0.54453 -0.93654
O3 0.98886 0.18260 1.24261
O4 -5.78337 -0.31902 -1.91116
O5 2.93367 -5.25372 -1.22723
O6 -0.01050 4.20947 -3.53534
O7 -0.39557 -3.99022 3.12673
O8 -0.07400 -1.66415 0.01636
O9 -2.95639 5.76203 -0.60785
O10 5.76456 -0.36233 1.86090
O11 -0.54183 -2.59505 -4.26954
C1 -1.83045 0.39061 1.16450
H1 -0.26418 -2.43868 -3.36693
H2 0.84203 4.35792 -3.94448
H3 2.56567 2.26933 5.51003
H4 2.89054 1.76047 4.12171
H5 -5.41439 -0.72569 -1.12712
H6 2.87187 -5.32307 -2.17991
H7 6.05064 -0.85565 1.09212
H8 4.82619 -0.23024 1.72575
H9 0.41187 -4.41233 3.42014
H10 -5.98055 0.57919 -1.64547
H11 0.12463 3.45079 -2.96756
H12 -0.20929 -3.71327 2.22961
H13 2.49644 -4.42836 -1.01783
H14 -0.35010 -1.77530 -4.72503
H15 -2.18280 5.68111 -1.16574
H16 -3.04028 4.90580 -0.18825

natural (NBO) population analysis, charges in e, atoms 1 to 5: 2.2319 -0.3240 -0.3261 -0.3380 -0.9425